Density functional theory data (ωB97M-V/def2-TZVPD) for a structure of composition C26H36ClInO4P.

Structure (XYZ):
```
69
Properties=species:S:1:pos:R:3:forces:R:3:mulliken_charge:R:1
C 3.95474 3.88849 1.62004 -0.3 -0.2 -0.3 -0.882
C 3.16874 2.46590 1.38080 -0.6 0.2 1.4 -0.258
C 2.73789 1.80591 2.85560 -0.6 2.0 -1.4 -0.344
Cl 4.18216 1.18399 3.83633 -0.5 0.5 -0.6 -0.274
In 1.13888 0.26382 2.41559 -0.6 0.3 1.1 0.732
C -0.06530 -0.03295 4.33169 -1.2 0.7 0.4 -0.842
C -0.56720 1.49883 4.77832 0.4 -0.6 -0.8 -0.461
C -1.83573 1.85261 3.80180 -0.4 0.3 0.3 0.607
C -2.38553 3.39355 3.90422 0.3 -0.1 -0.6 -0.472
C -2.55462 4.01590 2.39697 -0.1 1.3 0.6 -0.498
C -3.98893 3.69989 1.66904 0.5 -0.3 -1.1 -0.645
C -4.38172 2.11153 1.56319 -0.3 0.3 -1.0 -0.090
O -5.28399 1.81132 2.68736 1.7 -1.9 -0.6 -0.364
C -5.22814 0.39736 3.08902 -0.1 -0.6 1.5 -0.549
P 1.97511 -1.88217 1.35840 1.6 -1.4 1.9 0.401
C 3.43978 -2.66236 2.33548 -0.1 -1.3 0.4 -0.854
O 0.70924 -3.12476 1.45030 -0.5 1.8 0.4 -0.601
H 3.62324 4.42599 2.63084 0.7 -1.4 -2.1 0.223
H 5.10438 3.65607 1.66035 -2.2 0.8 -0.1 0.226
H 3.64842 4.62927 0.75706 1.0 -1.4 1.6 0.280
H 2.13979 2.66010 0.82375 2.1 -0.4 1.2 0.189
H 3.75975 1.67186 0.75655 -0.9 1.7 1.2 0.232
H 2.28947 2.72597 3.46867 1.1 -2.0 -1.1 0.096
H -0.00547 1.05059 1.22290 0.4 -0.3 0.2 -0.363
H 0.52322 -0.58617 5.17844 -1.3 1.0 -1.5 0.271
H -1.06452 -0.58965 4.00306 2.1 0.8 1.1 0.145
H 0.32524 2.26765 4.58667 -2.0 -1.5 0.5 0.109
H -0.83665 1.53755 5.92183 0.3 0.1 -2.2 0.283
H -2.74163 1.15047 4.10854 2.0 1.3 -0.7 -0.084
H -1.57384 1.67045 2.65150 -0.3 0.1 2.8 -0.440
H -3.43300 3.36616 4.43814 2.1 0.4 -0.9 0.227
H -1.60740 4.10117 4.46879 -1.8 -1.7 -1.0 0.281
H -1.60353 3.74344 1.73552 -2.2 0.3 1.3 0.193
H -2.50182 5.20215 2.52128 -0.2 -2.4 -0.4 0.311
H -3.88799 4.09141 0.54682 -0.3 -0.7 2.4 0.288
H -4.88207 4.28703 2.17276 1.9 -1.3 -0.9 0.265
H -4.99440 1.89593 0.56849 1.2 0.6 1.8 0.304
H -3.43363 1.39836 1.50146 -1.9 1.6 0.5 0.093
H -4.21643 -0.14741 2.82852 -2.0 1.3 0.3 0.206
H -5.30614 0.37970 4.27991 0.1 0.1 -2.5 0.212
H -6.13494 -0.23922 2.70475 1.7 1.3 0.4 0.238
H 3.63537 -3.72019 1.81789 -0.4 2.2 1.2 0.297
H 3.16424 -2.84170 3.46428 1.0 0.4 -2.1 0.196
H 4.40596 -2.02351 2.16501 -2.0 -1.0 0.5 0.257
H -0.17248 -2.68998 1.65023 1.7 -0.7 -0.2 0.295
C 0.42626 -3.70466 -8.58918 0.1 0.2 0.3 -0.438
C -0.11847 -4.80535 -7.92831 0.0 0.1 0.4 -0.444
C -0.18664 -4.81936 -6.53424 0.0 0.0 -0.4 -0.520
C 0.30279 -3.73394 -5.79751 -0.1 -0.3 -0.7 0.160
C 0.86976 -2.64431 -6.45735 -0.2 -0.4 -0.6 0.115
C 0.92117 -2.62437 -7.85723 -0.1 -0.3 -0.2 -0.532
C 1.43409 -1.51605 -5.68880 0.6 1.2 -0.1 0.680
O 1.92910 -0.55689 -6.26776 -0.2 -0.5 0.0 -0.700
C 1.40114 -1.56449 -4.21346 0.2 0.3 0.2 0.286
C 1.98438 -0.52876 -3.47188 0.1 0.0 0.4 -0.875
C 1.94587 -0.56015 -2.07622 -0.1 -0.2 -0.5 -0.505
C 1.31841 -1.61805 -1.41895 -1.1 0.0 -1.3 -0.284
C 0.74149 -2.65396 -2.15509 0.2 0.2 -0.1 -0.921
C 0.79176 -2.63162 -3.55520 0.1 0.0 0.5 0.410
C 0.21022 -3.74968 -4.32403 -0.5 -0.9 1.0 0.547
O -0.33735 -4.68212 -3.74705 0.3 0.4 -0.5 -0.684
H 0.47104 -3.68966 -9.67596 0.0 0.0 0.2 0.376
H -0.49261 -5.65282 -8.49839 0.1 0.1 0.1 0.377
H -0.61797 -5.67979 -6.02531 0.1 0.3 0.1 0.445
H 1.34999 -1.77106 -8.37972 -0.1 -0.1 0.3 0.444
H 2.47346 0.30245 -3.97735 -0.2 -0.3 0.0 0.417
H 2.40396 0.24249 -1.50229 -0.1 -0.1 0.0 0.444
H 1.28190 -1.63913 -0.33192 -0.2 0.2 -1.3 0.249
H 0.25766 -3.47904 -1.63496 0.1 0.2 -0.2 0.514
```
Positions in Å, forces in eV/Å.

For the max |F|, the calculation gives 2.8 eV/A. As for the spin multiplicity: 1. The HOMO-LUMO gap comes out at 4.94 eV. As for the total charge: -1. Its LUMO energy is 1.0 eV. Its total energy is -2304.7502 Ha.